Entry from OMol25: a structure of composition C4H7NS in a non-equilibrium geometry (ωB97M-V/def2-TZVPD).

## Properties
ΔE to the lowest compared entry with this formula, charge and spin in eV: 1.168
HOMO energy in eV: -8.345
Lowest unoccupied orbital energy in eV: 0.85

Atoms and positions in Å:
C 0.7225 -1.0472 -0.6862
C -0.2926 -0.3107 0.1691
C 0.4504 0.6227 1.1487
C -1.2239 0.5351 -0.6235
H 0.2641 -1.6524 -1.4413
H 1.3631 -0.2436 -1.1836
H 1.3320 -1.7479 -0.0532
H -0.8817 -1.1844 0.6440
H 1.5049 0.4972 0.9280
H 0.1406 0.5440 2.2539
H -1.9217 -0.0533 -1.3211
N -1.3080 1.7875 -0.5126
S -0.1497 2.2531 0.6776